C27H63HgN10O12 | the ωB97M-V functional and the def2-TZVPD basis

Its energy relative to the best compared isomer or geometry (same formula, charge and spin) is 0.0 kcal per mole. The gap between HOMO and LUMO is 9.64 eV. The value obtained for the lowest unoccupied orbital energy is -1.66 eV. As for the total charge: +1. Its HOMO energy is -11.29 eV.

The geometry in XYZ format:
```
113
Properties=species:S:1:pos:R:3:forces:R:3:lowdin_charge:R:1
Hg -0.4552 1.9677 -0.9663 0.20 -0.46 0.45 1.260
O -0.3393 -2.5186 -5.2418 0.30 -1.09 0.05 -0.015
O 2.2782 -3.8041 -1.2764 -0.12 0.53 1.67 -0.002
O 1.2111 -3.0749 4.9441 1.12 2.25 -0.63 0.063
O -5.0155 4.8843 1.4307 0.67 0.02 0.43 0.005
O -1.9338 0.9643 -2.4425 0.25 0.59 0.43 -0.079
O 3.1440 1.2071 2.5138 0.20 1.58 -0.86 0.015
O -0.7720 -0.6562 -0.4060 0.50 -0.43 -0.11 -0.056
O -2.2249 -1.0246 1.1685 0.32 -0.80 -0.14 0.044
O 0.6617 3.2423 0.8945 0.31 0.16 0.36 -0.058
O -1.8521 0.9734 0.5340 0.74 0.24 -0.36 -0.132
O 0.1166 3.8191 -2.0765 -0.10 -1.01 0.34 -0.039
O 1.6382 1.2144 -1.6806 0.19 0.00 -0.11 -0.080
N 0.7288 -5.2328 4.9864 0.60 -1.82 0.11 -0.001
N -1.5952 -0.2933 0.4313 -1.20 1.22 0.66 -0.562
N 0.2209 -3.4634 -0.5471 -0.17 0.52 3.03 0.013
N -1.2995 -0.3372 -4.1765 0.23 0.85 0.16 0.039
N 3.7430 0.5468 -2.1374 -1.63 -1.02 2.24 0.033
N 2.2771 -0.4902 3.6502 -0.20 0.65 -0.42 0.036
N -1.0940 -4.6253 -5.3289 -0.20 -0.65 1.14 0.015
N -5.1067 2.8083 2.1731 -0.95 -2.45 0.47 0.023
N -1.7664 5.0081 -1.4857 -0.34 -0.40 0.63 0.061
N 1.8221 4.0357 2.6507 -0.80 0.37 0.31 0.037
C -0.6332 4.7969 -2.1534 -0.25 0.34 0.51 -0.520
C -1.0876 -3.7120 5.1541 -0.07 1.16 0.05 0.010
C -2.4312 4.2673 -0.3915 -1.03 0.31 -0.96 -0.038
C 3.3221 0.2956 3.2796 0.11 -1.76 0.55 -0.526
C -2.4066 -4.1149 -5.7392 2.54 -0.46 -2.49 -0.036
C -0.1226 -3.7327 -5.0782 0.27 1.11 0.09 -0.537
C -3.3211 -0.9365 -2.9542 1.70 -0.70 0.96 0.038
C 0.8795 -0.1640 3.3648 -0.07 0.46 -0.70 -0.051
C 2.5737 0.4602 -1.3714 1.02 1.48 -2.99 -0.485
C 0.6663 4.2236 3.5312 -0.59 0.00 0.02 -0.051
C 3.7460 1.2229 -3.3723 0.13 1.20 -0.23 -0.083
C 1.7567 3.5503 1.4109 -0.98 -0.15 -0.40 -0.525
C 2.0580 -5.7571 4.6645 -0.93 -0.03 -0.81 -0.065
C 1.5405 -3.5806 -0.2912 0.72 -0.74 -1.68 -0.524
C -0.2804 5.8445 -3.1234 2.44 1.84 1.01 0.015
C -4.0431 4.4222 3.6029 0.76 -1.92 0.50 0.012
C -2.0714 -0.0418 -3.1412 -1.91 -0.11 -0.83 -0.520
C -0.0700 0.4050 -4.4981 0.71 -1.01 0.16 -0.039
C -4.7383 4.0530 2.3002 0.08 3.02 0.05 -0.575
C 3.0585 3.4153 0.6863 -0.10 -0.35 -1.68 0.007
C 2.0138 -3.6435 1.1590 -0.69 -0.34 -0.59 0.015
C 1.2178 -4.2578 -4.6322 -0.33 -1.40 -1.29 0.006
C -0.2295 -3.4142 -1.8742 -2.61 0.01 -0.36 -0.103
C 4.7243 -0.1574 3.7369 0.10 0.44 -0.71 0.015
C 0.3706 -3.9191 5.0225 -0.10 -3.06 0.31 -0.578
C 2.5070 -0.4546 -0.2808 0.12 -1.18 0.99 0.023
C -5.9908 2.4132 1.0895 -0.60 -2.07 -0.67 -0.069
H -4.0849 5.4338 3.8387 -0.73 1.88 0.08 0.055
H 3.0668 -1.3473 -0.5369 -0.29 -0.47 0.06 0.093
H -5.8626 2.9086 0.1369 0.50 0.79 0.33 0.074
H 3.4556 0.6011 -4.1755 -0.64 -0.73 -0.99 0.078
H -1.2386 -3.0132 -1.8215 -0.16 0.53 -0.01 0.078
H 4.7394 1.5375 -3.5834 0.91 0.43 -0.19 0.083
H -0.3140 6.9000 -2.7586 0.14 -0.88 0.30 0.114
H -0.0182 5.0265 3.1782 0.55 -0.49 0.00 0.091
H 3.4240 4.3702 0.2384 -0.20 -0.56 0.77 0.109
H 2.4234 -1.1575 4.3600 0.08 -0.99 0.73 0.090
H -3.1532 3.4987 -0.7470 0.84 0.19 -0.03 0.104
H -0.9188 -5.6290 -5.2113 -0.24 0.93 0.00 0.150
H 1.6638 -3.7533 -3.8057 -0.05 0.39 0.68 0.048
H 3.1191 2.0994 -3.3220 -0.24 0.18 -0.06 0.091
H 0.7140 0.2356 -3.7105 -0.92 0.50 -0.54 0.082
H 4.4994 -0.1079 -2.0100 -0.33 -0.16 0.39 0.147
H -2.9877 -4.9593 -6.0376 -0.79 -0.27 0.15 0.083
H 0.7608 0.3644 2.3954 0.45 -0.29 0.52 0.076
H -2.8544 -3.3859 -5.1193 -0.47 0.26 1.10 0.049
H 4.9638 0.1257 4.7597 -0.10 0.32 0.00 0.079
H 1.9296 -6.6814 4.0529 0.15 0.55 0.65 0.098
H 1.4740 -0.6180 0.0564 0.47 -0.13 -0.26 0.089
H 0.2540 -5.9441 5.5264 -0.88 0.59 -0.31 0.135
H -1.0051 5.8557 -3.8419 -1.78 -0.24 -2.40 0.060
H -7.0794 2.4380 1.2875 0.56 0.36 0.45 0.094
H -1.6963 3.8869 0.2757 0.51 -0.47 0.73 0.041
H 2.8596 2.7608 -0.1907 0.09 0.45 0.55 0.072
H 2.7403 4.1717 2.9840 0.77 0.25 0.62 0.127
H -1.7005 -4.0414 4.3407 0.06 -0.56 -0.70 0.084
H -1.1442 -2.6434 5.1438 -0.69 0.74 0.53 0.075
H 2.8356 -3.0098 1.4261 0.57 0.42 -0.38 0.066
H 5.5121 0.2259 3.0359 -0.90 -0.12 0.71 0.099
H -3.1203 -1.5424 -2.0362 -0.16 0.48 -0.46 0.083
H -0.1838 1.4711 -4.7503 -0.33 -0.39 0.48 0.095
H 0.9067 4.4599 4.5868 0.48 -0.12 -0.82 0.095
H -3.2935 -1.6669 -3.7623 -0.74 0.14 -0.08 0.053
H 0.3210 -0.1006 -5.3784 0.04 0.11 -0.09 0.075
H -2.9542 4.2590 3.6105 -0.25 -0.47 -0.46 0.077
H 0.1021 3.2881 3.5488 -0.09 0.09 -0.06 0.074
H 1.2345 -3.4269 1.8835 -0.29 -0.15 -0.01 0.067
H -4.4284 3.8485 4.4739 0.09 0.28 -0.59 0.092
H 0.3317 -2.7606 -2.4899 0.70 0.37 -0.67 0.068
H 3.0671 0.0148 0.4956 0.33 0.39 1.08 0.080
H -1.5402 -1.1221 -4.7756 0.43 0.11 0.33 0.099
H -0.4032 -3.0785 0.1962 0.88 -0.54 -1.06 0.145
H 1.9109 -4.1394 -5.4806 -0.22 -0.19 0.19 0.099
H 3.7673 2.8739 1.3013 0.32 0.43 0.10 0.063
H 4.7822 -1.2327 3.7178 -0.06 -0.52 -0.05 0.065
H 0.7261 5.6747 -3.5461 -0.69 -0.05 0.16 0.109
H 2.5623 -5.0452 4.0482 0.45 0.51 -0.30 0.058
H 1.0909 -5.3411 -4.4059 0.50 0.70 -0.04 0.097
H -5.0546 2.2399 3.0313 -0.10 0.19 -1.13 0.157
H 2.3417 -4.6765 1.2492 0.05 -0.09 0.34 0.088
H 2.6312 -5.9372 5.5494 0.49 -0.25 0.49 0.075
H -5.7905 1.3605 0.8049 0.05 0.34 0.52 0.086
H -2.1265 5.9246 -1.6103 -0.37 0.57 -0.25 0.133
H 0.2611 -1.0663 3.2980 0.36 0.10 0.27 0.070
H -4.2666 -0.4152 -2.7664 0.44 0.05 -0.51 0.093
H -0.4733 -4.3706 -2.3321 0.93 -0.41 -0.08 0.096
H 0.4723 0.5114 4.1220 -0.07 -0.14 0.06 0.086
H -2.0772 -3.5934 -6.6560 -1.08 0.17 0.05 0.101
H -1.4832 -4.1589 6.0475 -0.12 0.01 0.56 0.088
H -3.0876 4.9644 0.1481 0.44 -0.04 -0.09 0.082
```
Positions in Å, forces in eV/Å.

C27H63N3O3 | the ωB97M-V functional and the def2-TZVPD basis

Its energy relative to the best compared isomer or geometry (same formula, charge and spin) is 27.5 kcal per mole. The gap between HOMO and LUMO is 8.40 eV. The value obtained for the lowest unoccupied orbital energy is 0.47 eV. Its HOMO energy is -7.93 eV. Its SMILES is CCN(CC)CC.CCN(CC)CC.CCN(CC)CC.CC(C)=O.CC(C)=O.CC(C)=O.

The geometry in XYZ format:
```
96
Properties=species:S:1:pos:R:3:forces:R:3:lowdin_charge:R:1
O -1.6190 2.0740 1.8383 0.44 -0.61 -0.16 0.056
O 5.4392 -3.9309 1.8557 -0.15 -0.16 0.33 0.061
O 0.0394 1.9314 -3.7291 -0.09 -0.07 0.20 0.053
N -0.5133 -2.1942 0.0947 0.38 -0.82 0.64 -0.191
N 3.5152 1.0219 4.2949 -0.84 0.22 0.92 -0.177
N -5.1914 -0.8551 -4.9360 -0.97 -0.05 0.22 -0.186
C 1.4582 3.8303 -3.7134 0.11 -0.79 -0.32 -0.016
C -1.5180 1.9464 4.2141 0.37 -0.32 -0.40 -0.018
C -0.5002 -1.3292 -1.0812 0.55 -0.94 0.15 -0.250
C -1.2282 2.5767 2.8641 -1.31 0.55 0.03 -0.512
C -6.4502 -1.5068 -5.3078 0.25 -0.34 -0.76 -0.272
C 4.2157 2.1216 4.9779 0.63 -0.82 -0.27 -0.261
C -1.8120 -2.6628 0.5203 -1.15 0.41 0.15 -0.252
C -2.7492 -0.9694 -5.4026 0.73 -0.09 0.02 -0.089
C -6.0275 0.4304 -2.9920 -0.25 0.11 -0.44 -0.086
C 5.4581 -1.5746 2.1309 0.16 -0.23 -0.16 -0.018
C 5.6922 -2.8543 1.3729 -0.10 -0.72 -0.32 -0.501
C 2.1899 0.8095 4.8927 0.59 -0.69 0.20 -0.249
C 1.8177 -1.7460 0.8637 0.06 -0.25 0.07 -0.078
C -5.1494 -0.7046 -3.4711 1.07 0.21 -0.64 -0.272
C 1.0695 2.4137 -3.3211 0.04 -0.23 -1.22 -0.502
C -2.8139 -1.5197 0.7587 -0.94 -0.09 -1.64 -0.080
C 2.0164 1.5936 -2.4569 -1.15 1.61 0.31 -0.014
C 6.2762 -2.8092 -0.0308 0.20 0.19 0.44 -0.021
C -6.8941 -1.1766 -6.7284 -0.50 -0.18 -0.64 -0.095
C 4.7554 1.6693 6.3280 -0.88 -0.10 0.49 -0.089
C 1.5424 -0.4930 4.4837 -0.76 -0.56 -1.03 -0.077
C 2.7516 2.4410 2.3455 -1.08 0.33 0.09 -0.059
C -0.7768 4.0237 2.8303 0.36 -0.87 0.79 -0.026
C 0.3354 -1.7425 1.2001 -0.54 1.06 -0.23 -0.253
C 3.4562 1.1952 2.8535 0.97 -0.51 -0.18 -0.262
C -1.0795 -1.9949 -2.3005 -1.74 -0.32 -0.75 -0.091
C -4.0932 -1.6781 -5.4223 0.48 -0.27 0.77 -0.267
H 5.4430 -1.7490 3.2037 0.08 -0.10 0.00 0.092
H -6.3289 -2.5945 -5.1610 -0.12 -0.03 -0.14 0.114
H -1.9173 -1.6809 -5.4379 -0.21 -0.20 -0.35 0.072
H 4.5101 1.1150 2.5598 -0.07 0.62 -0.32 0.106
H 2.1367 -2.7621 0.6269 0.09 0.05 -0.15 0.089
H -0.9448 -0.3396 -0.9322 0.10 0.14 0.15 0.122
H -7.6885 -1.8614 -7.0484 -0.23 0.21 0.31 0.070
H -2.5069 -0.4266 -4.4880 -0.51 0.20 -0.02 0.047
H 2.5000 3.9633 -3.4330 -0.22 0.84 0.37 0.067
H -1.7122 4.5786 2.9160 0.14 0.31 -0.35 0.094
H 1.6709 2.3940 2.5320 0.05 -0.31 0.13 0.051
H 2.1212 0.6009 -2.8737 0.17 -0.14 0.28 0.085
H 0.1175 -2.3179 2.1001 0.10 -0.39 -0.19 0.115
H 3.5730 3.0000 5.1055 0.10 0.19 -0.10 0.111
H -2.2261 -3.3261 -0.2446 0.04 0.04 -0.05 0.104
H 6.2062 -1.8068 -0.4481 0.25 -0.07 -0.21 0.072
H -0.8604 2.3518 4.9784 -0.16 -0.09 0.21 0.068
H -4.2813 -2.0642 -6.4238 -0.25 0.31 -0.10 0.110
H -5.7289 0.7326 -1.9901 -0.27 0.03 0.08 0.070
H -0.2251 4.1701 1.9083 -0.19 0.45 -0.07 0.081
H 2.7813 2.6157 1.2690 0.53 -0.17 0.00 0.072
H 2.9109 2.1724 -2.2484 0.41 -0.50 -0.19 0.065
H -2.3883 -0.6436 1.2410 -0.16 -0.07 0.33 0.056
H 1.4204 1.6465 -1.5346 0.35 -0.83 0.22 0.089
H 5.8683 -3.5614 -0.7016 -0.45 0.08 0.17 0.081
H 0.5632 -1.2698 -1.3035 0.03 0.74 -0.09 0.091
H -0.7470 -3.0249 -2.4379 0.57 0.22 -0.13 0.087
H -3.7948 -1.8300 1.1345 0.47 -0.17 0.91 0.071
H -2.5688 2.1244 4.4484 0.05 0.31 0.09 0.093
H -4.0489 -2.5861 -4.7907 0.15 -0.02 0.01 0.114
H 5.0750 2.3426 4.3386 -0.14 0.45 -0.02 0.116
H -6.2008 -1.2609 -7.5702 0.62 -0.04 0.56 0.064
H -3.1903 -1.2056 -0.2297 0.59 0.42 -0.01 0.057
H 2.4411 -1.3871 1.6865 -0.35 -0.19 0.07 0.023
H 2.0683 -1.4344 4.6611 0.48 0.40 0.63 0.087
H -0.9861 -1.3792 -3.1966 0.85 -0.12 0.03 0.053
H 0.5761 -0.5632 4.9899 -0.03 -0.09 -0.11 0.073
H 2.2770 0.7261 5.9775 0.28 0.37 -0.02 0.104
H -2.1759 -2.1146 -2.3363 0.02 0.14 0.77 0.061
H 0.0395 -0.7152 1.4830 0.13 0.13 0.02 0.104
H -4.1116 -0.4423 -3.2430 -0.12 0.02 0.16 0.093
H -0.1783 4.2570 3.7125 0.13 0.17 -0.16 0.073
H 3.9008 1.4318 6.9693 0.13 -0.12 0.08 0.057
H 5.2915 2.4404 6.8808 0.22 0.09 -0.32 0.071
H 2.0273 -1.0800 0.0286 0.07 -0.08 -0.13 0.063
H -7.0955 0.2129 -3.0537 0.03 -0.21 0.41 0.060
H 6.2197 -0.8422 1.8669 -0.19 0.23 0.02 0.085
H -2.6279 -0.2859 -6.2421 -0.12 0.07 0.03 0.075
H -7.2955 -1.2292 -4.6792 0.30 0.26 0.31 0.103
H -7.2683 -0.1524 -6.7629 -0.09 -0.04 0.01 0.070
H 0.6892 4.5094 -3.3505 0.46 0.30 0.40 0.088
H 1.3598 -0.5805 3.4040 -0.27 0.48 0.21 0.034
H -1.4327 0.8616 4.1458 0.21 0.03 -0.01 0.076
H 1.4202 3.9279 -4.8004 -0.11 -0.26 -0.02 0.086
H -1.8031 -3.2671 1.4300 0.76 -0.02 -0.03 0.108
H 1.5154 1.6524 4.6945 -0.11 0.04 -0.07 0.099
H 5.3466 0.7597 6.2448 0.16 0.10 -0.11 0.076
H -5.3140 -1.6664 -2.9604 -0.32 0.00 0.01 0.120
H 4.4602 -1.2349 1.8527 0.18 0.26 -0.15 0.048
H -5.9099 1.2697 -3.6809 0.32 0.08 0.16 0.080
H 3.0421 3.3521 2.8705 0.43 -0.03 -0.15 0.071
H 3.0608 0.2766 2.4128 -0.42 0.36 0.10 0.065
H 7.3122 -3.1362 0.1028 0.15 0.45 -0.12 0.090
```
Positions in Å, forces in eV/Å.